[1]
59
Properties=species:S:1:pos:R:3 method="wB97M-V/def2-TZVPD" total_energy_ha=-2075.587686 gap_ev=10.33 e_lumo_ev=0.53 largest_force_ev_per_a=0.5
C -0.48911 4.25934 -4.37580
C -1.16686 2.92358 -4.57634
O -1.71921 2.41521 -3.33912
C -2.85794 2.95716 -2.94400
O -3.49968 3.79764 -3.49846
C -3.30445 2.30101 -1.61656
F -2.29872 2.27753 -0.72997
F -3.68822 1.03608 -1.83993
F -4.32142 2.96357 -1.08250
H 0.26856 4.18419 -3.59953
H -0.01990 4.57677 -5.30680
H -1.20537 5.02368 -4.07690
H -0.45103 2.16426 -4.88327
H -1.95840 2.97149 -5.32365
C 6.07408 6.51479 -6.84936
C 5.21479 5.27526 -6.94673
O 4.67663 4.89645 -5.65770
C 3.65033 5.60628 -5.22489
O 3.09759 6.50715 -5.78176
C 3.19428 5.07034 -3.84764
F 4.22469 4.92722 -3.01083
F 2.61151 3.87034 -4.00497
F 2.31147 5.89427 -3.29549
H 6.87514 6.36674 -6.12495
H 6.51757 6.72764 -7.82163
H 5.48719 7.37901 -6.54259
H 5.80144 4.41354 -7.25572
H 4.39150 5.40395 -7.64867
C -2.46233 -5.47148 5.25468
C -3.01425 -6.50915 6.20499
O -1.95859 -7.19408 6.91656
C -1.40466 -6.52780 7.91537
O -1.68867 -5.43621 8.30825
C -0.30779 -7.39844 8.57312
F 0.51974 -7.90925 7.65502
F -0.87387 -8.41554 9.23825
F 0.40524 -6.67822 9.43115
H -1.75621 -5.92801 4.56099
H -3.27634 -5.02377 4.68475
H -1.94487 -4.68016 5.79468
H -3.53345 -7.29831 5.66631
H -3.70496 -6.07373 6.92650
B -2.04456 0.00146 1.38742
C -0.83622 -0.48029 0.53421
C -0.80845 -2.02611 0.37592
O 0.05919 -2.63869 1.30049
C -0.42283 -2.58803 2.62819
C 0.25839 -3.67192 3.44392
H -1.90983 0.60225 2.41101
H -3.15810 -0.26960 1.04621
H 0.12980 -0.18373 0.94821
H -0.92107 -0.04676 -0.46893
H -1.81689 -2.45188 0.47130
H -0.44379 -2.29289 -0.61537
H -1.51348 -2.73099 2.64420
H -0.22151 -1.59737 3.05949
H 1.33869 -3.59321 3.33628
H -0.02637 -3.54921 4.48942
H -0.07842 -4.64338 3.08315

=====

[2]
61
Properties=species:S:1:pos:R:3 method="wB97M-V/def2-TZVPD" total_energy_ha=-3376.135654 charge=+1 gap_ev=6.90 e_lumo_ev=-5.90 largest_force_ev_per_a=3.5
C 3.16792 0.25410 0.00720
C 2.96311 0.37841 -1.51300
O 2.90508 -0.59662 -2.15474
O 2.79889 1.58743 -2.18617
C 3.81183 2.56773 -1.88958
C 3.31999 3.62011 -0.85505
C 2.14051 4.48422 -1.37781
C 0.79593 3.71308 -1.55197
C 0.52826 2.66538 -0.44822
S -0.85567 1.48805 -0.83076
P -1.56948 1.69939 -2.91690
O -0.37137 1.15340 -3.87373
Cl -3.04605 0.24268 -3.04723
S -2.56696 1.98319 0.34193
O -3.60944 2.33116 -0.54662
O -2.82376 0.83058 1.11361
F -2.21205 3.23713 1.22561
H 2.43312 -0.48613 0.37153
H 2.97964 1.17797 0.58141
H 4.16003 -0.16174 0.24263
H 4.78323 2.12483 -1.59737
H 4.02531 3.13812 -2.81694
H 4.16095 4.30966 -0.63829
H 3.08810 3.14534 0.11953
H 2.43191 4.85097 -2.38426
H 2.01127 5.40033 -0.77117
H -0.04722 4.43409 -1.59039
H 0.81945 3.22693 -2.54671
H 0.20496 3.20481 0.46480
H 1.39035 2.02262 -0.21608
H -0.22663 1.81879 -4.57250
C 3.02448 -2.37551 4.58339
C 1.97820 -2.04046 3.55432
O 2.73068 -1.33458 2.55844
C 4.03237 -1.73021 2.68113
O 4.89017 -1.46195 1.90231
O 4.21742 -2.46418 3.80008
H 2.82484 -3.31459 5.09428
H 3.14883 -1.58668 5.32767
H 1.53726 -2.92953 3.09854
H 1.18147 -1.41715 3.95561
C -4.76554 -2.83595 -3.82058
C -3.96365 -4.11249 -3.76980
O -4.78634 -5.02790 -4.48554
C -5.58755 -4.30129 -5.31440
O -6.27047 -4.76217 -6.16276
O -5.49575 -2.96831 -5.03410
H -4.13777 -1.94484 -3.84267
H -5.47190 -2.75237 -2.99037
H -3.00278 -4.02440 -4.28305
H -3.79033 -4.45993 -2.75266
C -2.55129 -0.50795 3.76825
C -2.23942 -1.97519 3.62621
O -1.04961 -2.11713 4.40086
C -1.02664 -1.10107 5.30930
O -0.25545 -1.02470 6.20706
O -1.99886 -0.18710 5.04489
H -3.62015 -0.30265 3.74543
H -2.05860 0.09700 3.01276
H -3.01760 -2.61283 4.05050
H -2.06723 -2.26990 2.59218

=====

[3]
49
Properties=species:S:1:pos:R:3 method="wB97M-V/def2-TZVPD" total_energy_ha=-1782.045381 charge=+1 gap_ev=7.13 e_lumo_ev=-4.90 largest_force_ev_per_a=5.3 de_lowest_ev=6.675
C 3.89018 -2.67385 1.96435
C 2.30436 -2.81657 2.22763
P 1.20872 -2.27348 0.77156
C 2.18568 -2.35600 -0.84987
C 2.24759 -0.97608 -1.68225
N 0.69296 -0.56482 1.06905
C 1.76992 0.29559 1.57375
C 1.54347 1.77193 1.94219
C 0.07331 2.31330 1.74766
C -0.14777 3.83751 2.19286
O -1.01543 4.08045 3.07025
O 0.62660 4.89990 1.66946
C -1.07879 1.40307 1.17924
O -2.39045 1.88186 0.99273
C -2.48826 2.93269 0.00128
C -2.37069 2.47170 -1.52692
C -3.51675 1.44676 -2.00275
O -1.01242 2.04115 -1.89749
C -0.67153 -0.09196 0.86316
C -1.76978 -1.13157 0.35903
C -1.88511 -1.32501 -1.22555
C -0.99648 -2.56698 -1.80718
Cl -3.64726 -1.86514 -1.52874
H 4.49213 -2.41420 2.90547
H 4.14345 -1.88091 1.15875
H 4.35629 -3.65437 1.56343
H 2.08202 -2.18521 3.17351
H 2.12660 -3.91933 2.52937
H 3.27231 -2.71634 -0.72876
H 1.68045 -3.14844 -1.52328
H 2.05063 -1.24432 -2.79113
H 1.45526 -0.20448 -1.40224
H 3.31514 -0.55102 -1.60415
H 2.82708 -0.12717 1.73639
H 2.35634 2.44571 2.36549
H 1.09458 4.53430 0.87245
H -1.77505 3.81286 0.13822
H -3.55198 3.37654 0.11010
H -2.54072 3.43426 -2.15247
H -4.03873 0.90591 -1.13210
H -4.33854 2.04399 -2.54627
H -3.10380 0.70733 -2.79070
H -0.94075 2.01602 -2.87664
H -2.79098 -0.71412 0.71168
H -1.64357 -2.12648 0.91394
H -1.58876 -0.42157 -1.85208
H -1.65923 -3.16892 -2.54020
H -0.75586 -3.31291 -0.95834
H -0.07641 -2.22157 -2.38391

=====

[4]
48
Properties=species:S:1:pos:R:3 method="wB97M-V/def2-TZVPD" total_energy_ha=-1963.673126 multiplicity=2 s2=0.911 charge=+1 gap_ev="5.98 / 4.69" e_lumo_ev="-3.13 / -3.11" largest_force_ev_per_a=1.7 de_lowest_ev=1.195
Cr -0.72330 0.12670 0.25940
C 2.13270 -3.56040 1.70940
C 1.07220 -2.51980 1.89720
C -0.26700 -2.88920 2.09270
C -1.24530 -1.93660 2.30400
C -0.93440 -0.55910 2.32320
C 0.42650 -0.18060 2.14670
C 1.40050 -1.17340 1.94300
H 2.96820 -3.17890 1.12580
H 1.73070 -4.44440 1.21990
H 2.52250 -3.87110 2.67700
H -0.52350 -3.93870 2.11800
H -2.25470 -2.25220 2.53110
H -1.61680 0.12760 2.82510
H 0.75880 0.79420 2.49860
H 2.43900 -0.88160 1.86620
N -2.62220 0.61700 -1.10230
C -2.24360 0.90760 -2.48630
C -0.85730 1.55060 -2.49550
N 0.12250 0.72690 -1.78780
C 0.68550 -0.38740 -2.54920
C -0.09590 -1.68770 -2.33160
N -0.24550 -1.92740 -0.89580
H -3.46970 0.06160 -1.07680
H -2.81900 1.50640 -0.64730
H -2.94970 1.59190 -2.97330
H -2.23960 -0.01720 -3.06070
H -0.91800 2.49670 -1.95440
H -0.54700 1.74840 -3.53100
H 0.87580 1.33930 -1.49410
H 1.71020 -0.55100 -2.20580
H 0.71470 -0.16230 -3.62290
H 0.43340 -2.50500 -2.83820
H -1.09180 -1.62240 -2.76960
H 0.64400 -2.22560 -0.50500
H -0.90260 -2.68370 -0.73040
O -0.84800 2.26810 0.45630
N -1.07480 3.00050 1.52360
C -2.35820 3.25030 1.92400
C -2.61670 4.01770 3.02360
C -1.56430 4.54880 3.77310
C -0.25620 4.25960 3.36620
C -0.03280 3.49430 2.25740
H -3.12950 2.81630 1.30670
H -3.64040 4.21190 3.30000
H -1.75410 5.16570 4.63120
H 0.59300 4.64050 3.91100
H 0.95080 3.26000 1.88030

=====

[5]
47
Properties=species:S:1:pos:R:3 method="wB97M-V/def2-TZVPD" total_energy_ha=-3604.932848 charge=+2 gap_ev="6.16 / 5.65" e_lumo_ev="-8.37 / -8.10" largest_force_ev_per_a=2.8 de_lowest_ev=1.617
C 0.52045 0.27781 -4.09507
I 2.55257 -0.04123 -4.01239
H 0.55007 0.62848 -5.14029
H 0.03221 0.91313 -3.28176
H 0.27833 -0.76350 -3.71150
Ga 0.10154 0.19964 -0.30700
P 0.58632 2.55898 -1.14856
C -0.75839 3.40473 -0.27337
C 2.05351 3.06793 -0.24127
H 2.24717 4.12570 -0.41951
H 0.83213 4.47514 -2.60221
H 2.92596 2.49199 -0.55212
H 1.62756 3.04642 -3.31462
H -0.76513 3.06362 0.76832
H 1.89871 2.90447 0.82484
C 0.74275 3.39130 -2.76334
H -0.59181 4.48257 -0.30205
H -0.13681 3.21529 -3.39461
H -1.72693 3.16965 -0.72184
P 0.73028 -2.21510 -1.21953
C -0.72367 -3.08451 -0.45961
C 0.91909 -3.19524 -2.78137
H 2.99592 -2.24756 -0.39018
H 2.29521 -3.89471 -0.30838
H 1.82664 -2.65114 0.89963
C 2.09650 -2.82674 -0.14915
H 1.72446 -2.78040 -3.41100
H 1.16643 -4.24296 -2.54365
H -0.39980 -4.05063 -0.03241
H -1.50507 -3.22905 -1.22211
H -0.01095 -3.19376 -3.37461
H -1.11756 -2.42787 0.34764
C -3.04115 0.38551 0.03664
O -4.03269 0.84903 -0.35097
C -1.78526 0.03199 0.31903
C -1.57138 -0.81559 1.40519
C -1.22669 -0.60912 2.72056
C -1.90295 0.45360 3.39158
C -2.01050 0.39706 4.78111
C -1.16629 -0.42931 5.53893
C -0.31874 -1.31822 4.85731
C -0.33120 -1.40349 3.46683
H -2.35407 1.26531 2.83241
H -2.72522 1.00832 5.30720
H -1.16593 -0.37307 6.63886
H 0.31784 -1.94372 5.43473
H 0.34655 -2.07075 2.95368

=====

[6]
48
Properties=species:S:1:pos:R:3 method="wB97M-V/def2-TZVPD" total_energy_ha=-953.780901 gap_ev=8.42 e_lumo_ev=0.66 largest_force_ev_per_a=1.6 de_lowest_ev=0.000
C -1.25755 -3.55829 0.51786
C -1.70326 -2.79768 -0.72522
C -2.87989 -1.85957 -0.46309
C -2.50662 -0.71477 0.48261
N -3.56191 0.25379 0.58568
N -4.58038 0.06029 1.45670
N -5.35940 1.04666 1.37048
N -4.94212 1.92731 0.47207
C -3.81691 1.44062 -0.03146
N -3.06921 2.11178 -0.93526
C -2.14290 1.52261 -1.88046
C -0.73935 1.38806 -1.33619
C 0.13654 0.45362 -1.87279
C 1.42109 0.31191 -1.39103
C 1.90267 1.11377 -0.34408
N 3.19117 1.00533 0.12149
C 3.58217 1.62219 1.37058
C 2.94746 0.97021 2.60122
C 4.13374 0.09695 -0.48879
C 4.03945 -1.34148 0.02810
C 1.00788 2.05730 0.18514
C -0.27419 2.19165 -0.30466
H -0.49458 -4.28831 0.25747
H -0.83974 -2.88364 1.26037
H -2.09797 -4.08567 0.96304
H -0.86341 -2.21899 -1.11725
H -2.00096 -3.51585 -1.49245
H -3.71386 -2.41696 -0.03198
H -3.22006 -1.44188 -1.41479
H -1.59632 -0.21458 0.14579
H -2.35168 -1.10483 1.49094
H -3.51717 2.97053 -1.21234
H -2.50006 0.53966 -2.21380
H -2.11826 2.17282 -2.76142
H -0.19509 -0.18388 -2.68142
H 2.04406 -0.44271 -1.84145
H 3.33079 2.68793 1.34770
H 4.66922 1.55150 1.45005
H 3.25522 1.50003 3.49917
H 3.25603 -0.06799 2.68861
H 1.86316 0.99845 2.53372
H 5.14105 0.47948 -0.29759
H 3.98762 0.11327 -1.57194
H 4.70199 -1.98529 -0.54503
H 3.02254 -1.71461 -0.06300
H 4.33207 -1.39289 1.07352
H 1.30971 2.71371 0.98374
H -0.93283 2.92845 0.13141

=====

Copy entry 1 word for word.
59
Properties=species:S:1:pos:R:3 method="wB97M-V/def2-TZVPD" total_energy_ha=-2075.587686 gap_ev=10.33 e_lumo_ev=0.53 largest_force_ev_per_a=0.5
C -0.48911 4.25934 -4.37580
C -1.16686 2.92358 -4.57634
O -1.71921 2.41521 -3.33912
C -2.85794 2.95716 -2.94400
O -3.49968 3.79764 -3.49846
C -3.30445 2.30101 -1.61656
F -2.29872 2.27753 -0.72997
F -3.68822 1.03608 -1.83993
F -4.32142 2.96357 -1.08250
H 0.26856 4.18419 -3.59953
H -0.01990 4.57677 -5.30680
H -1.20537 5.02368 -4.07690
H -0.45103 2.16426 -4.88327
H -1.95840 2.97149 -5.32365
C 6.07408 6.51479 -6.84936
C 5.21479 5.27526 -6.94673
O 4.67663 4.89645 -5.65770
C 3.65033 5.60628 -5.22489
O 3.09759 6.50715 -5.78176
C 3.19428 5.07034 -3.84764
F 4.22469 4.92722 -3.01083
F 2.61151 3.87034 -4.00497
F 2.31147 5.89427 -3.29549
H 6.87514 6.36674 -6.12495
H 6.51757 6.72764 -7.82163
H 5.48719 7.37901 -6.54259
H 5.80144 4.41354 -7.25572
H 4.39150 5.40395 -7.64867
C -2.46233 -5.47148 5.25468
C -3.01425 -6.50915 6.20499
O -1.95859 -7.19408 6.91656
C -1.40466 -6.52780 7.91537
O -1.68867 -5.43621 8.30825
C -0.30779 -7.39844 8.57312
F 0.51974 -7.90925 7.65502
F -0.87387 -8.41554 9.23825
F 0.40524 -6.67822 9.43115
H -1.75621 -5.92801 4.56099
H -3.27634 -5.02377 4.68475
H -1.94487 -4.68016 5.79468
H -3.53345 -7.29831 5.66631
H -3.70496 -6.07373 6.92650
B -2.04456 0.00146 1.38742
C -0.83622 -0.48029 0.53421
C -0.80845 -2.02611 0.37592
O 0.05919 -2.63869 1.30049
C -0.42283 -2.58803 2.62819
C 0.25839 -3.67192 3.44392
H -1.90983 0.60225 2.41101
H -3.15810 -0.26960 1.04621
H 0.12980 -0.18373 0.94821
H -0.92107 -0.04676 -0.46893
H -1.81689 -2.45188 0.47130
H -0.44379 -2.29289 -0.61537
H -1.51348 -2.73099 2.64420
H -0.22151 -1.59737 3.05949
H 1.33869 -3.59321 3.33628
H -0.02637 -3.54921 4.48942
H -0.07842 -4.64338 3.08315